1.
{
  "formula": "F2FeH24O14P",
  "method": "ωB97M-V/def2-TZVPD",
  "multiplicity": 6,
  "e_tot_ha": -2871.7906,
  "e_lumo_ha": [-0.260, -0.405],
  "charge": 2,
  "de_lowest_kj_mol": 118.7,
  "homo_ev": [-16.040, -16.029],
  "species": ["Fe", "O", "P", "O", "F", "F", "O", "H", "H", "O", "H", "H", "O", "H", "H", "O", "H", "H", "O", "H", "H", "O", "H", "H", "O", "H", "H", "O", "H", "H", "O", "H", "H", "O", "H", "H", "O", "H", "H", "O", "H", "H"],
  "coordinates": [[-0.501930, 5.966296, -6.595826], [-2.057061, 6.179999, -7.557723], [-3.007128, 4.975546, -8.201299], [-1.838028, 4.835481, -7.217237], [-2.738052, 5.812659, -9.540930], [-4.181083, 5.847116, -7.653634], [-3.457276, 6.789864, -5.183240], [-3.545423, 6.569757, -6.123289], [-4.088478, 7.435081, -5.069455], [-0.881248, 7.047207, -10.937602], [-1.194528, 7.807739, -11.421952], [-1.641931, 6.780025, -10.459007], [0.448500, 6.509195, -8.382394], [1.075955, 7.268915, -8.389529], [-0.002422, 6.376235, -9.231005], [-4.464486, 7.960942, -10.817755], [-3.889044, 8.283484, -10.120819], [-4.836304, 7.086211, -10.544355], [-0.852938, 5.445099, -4.638339], [-1.029462, 4.542146, -4.433312], [-1.339062, 6.001178, -4.058823], [-2.827669, 8.485032, -8.425305], [-2.516162, 7.649399, -8.098148], [-2.097871, 9.087940, -8.433501], [-0.622943, 1.849323, -7.583531], [-0.436584, 1.330120, -6.811515], [-1.602019, 1.917408, -7.680280], [-0.935941, 7.965735, -5.942980], [-1.720174, 8.299740, -5.494689], [-0.462459, 8.835551, -5.990863], [-5.691018, 3.530283, -8.191788], [-6.428324, 3.991346, -8.593037], [-5.776797, 3.501354, -7.201183], [-3.494925, 3.028946, -10.359358], [-2.728928, 2.687406, -10.815938], [-4.180061, 2.335821, -10.266666], [0.544799, 4.083623, -6.789954], [-0.042274, 3.347912, -7.078700], [1.195374, 3.644072, -6.211400], [-6.253051, 7.473480, -7.900737], [-6.616331, 7.401394, -8.772135], [-5.572358, 6.805317, -7.833250]],
  "atomic_forces_ev_per_a": [[6.370, 1.966, 2.846], [-0.347, 4.171, 0.204], [-3.754, 1.655, -5.172], [-0.243, -6.843, 1.706], [-1.173, -2.463, -0.737], [-1.344, -1.571, 0.145], [2.483, -2.192, -0.914], [-0.050, 0.326, 0.818], [-2.566, 2.400, 0.814], [1.225, -0.040, 0.116], [0.114, 0.473, -0.488], [-1.104, -0.202, 0.133], [0.596, 0.513, 1.002], [-0.687, -0.869, -0.712], [0.532, 0.775, -0.576], [-0.548, -1.267, -0.277], [-0.126, -0.057, 0.499], [0.620, 1.321, -0.284], [1.098, 0.015, -1.066], [-0.260, -1.049, 0.567], [-0.919, 0.848, 0.999], [-1.114, 0.081, -0.231], [0.305, 0.541, -0.032], [0.702, 0.537, -0.036], [-1.265, 1.227, -0.721], [-0.096, -0.881, 0.596], [1.037, -0.644, 0.169], [0.958, 2.214, 0.101], [-0.883, -0.855, 0.230], [0.274, -1.201, -0.276], [1.253, -0.315, 1.328], [-0.489, 0.164, 0.323], [-0.579, 0.146, -1.599], [-0.632, 0.483, 0.972], [0.155, -0.493, -0.390], [0.658, 0.348, -0.142], [0.300, 0.120, 0.899], [0.255, -0.363, -0.398], [-0.037, 0.506, -0.318], [0.234, 0.063, 0.945], [-0.388, 0.131, -0.803], [-0.567, 0.281, -0.239]],
  "lowdin_spin": [3.721, 0.073, 0.441, 0.190, 0.110, 0.109, 0.002, 0.001, 0.000, 0.003, 0.000, 0.001, 0.038, 0.002, 0.001, 0.002, 0.000, 0.000, 0.043, 0.001, 0.002, 0.002, 0.001, 0.000, 0.003, 0.000, 0.001, 0.041, 0.002, 0.002, 0.056, 0.000, -0.001, 0.101, 0.000, -0.001, 0.046, 0.001, 0.002, 0.004, 0.000, 0.001]
}



2.
{
  "formula": "F2H12O6Pb",
  "method": "ωB97M-V/def2-TZVPD",
  "e_tot_ha": -851.1574,
  "e_lumo_ha": -0.027,
  "de_lowest_kj_mol": 208.9,
  "homo_ev": -7.521,
  "species": ["Pb", "F", "F", "O", "H", "H", "O", "H", "H", "O", "H", "H", "O", "H", "H", "O", "H", "H", "O", "H", "H"],
  "coordinates": [[-16.288910, 12.912670, 7.621920], [-17.889710, 11.098720, 6.887480], [-15.101490, 10.895330, 8.884340], [-16.478720, 14.585770, 5.855210], [-17.067720, 15.247660, 5.492980], [-15.749840, 14.548390, 5.235880], [-17.633950, 12.553530, 9.784800], [-18.288750, 13.251410, 9.805340], [-17.433020, 12.385800, 10.705520], [-16.163450, 15.252130, 8.875010], [-16.206600, 15.655960, 9.741780], [-16.090480, 15.990110, 8.269790], [-15.119920, 11.925480, 5.618450], [-14.926020, 10.991350, 5.540780], [-15.042700, 12.261660, 4.725560], [-14.066780, 14.024370, 7.313700], [-13.204180, 13.678210, 7.542420], [-13.895210, 14.916700, 7.012790], [-18.720090, 13.786770, 7.401470], [-19.451920, 13.416090, 7.894660], [-19.094150, 14.542650, 6.948750]],
  "atomic_forces_ev_per_a": [[-0.991, -5.255, 1.553], [0.864, 1.348, 0.201], [-0.280, 1.485, -0.710], [0.053, 1.070, -0.779], [-0.400, 0.188, -0.196], [0.344, -0.095, -0.249], [-0.338, 0.236, 0.217], [-0.244, 0.244, 0.022], [0.359, -0.403, 0.207], [-0.103, 0.484, 0.241], [0.000, 0.023, 0.409], [0.011, 0.218, -0.252], [0.479, 0.208, -0.540], [-0.200, -0.540, 0.399], [-0.068, 0.022, -0.283], [0.846, 0.598, -0.342], [0.283, -0.477, 0.177], [0.046, 0.369, 0.010], [-0.303, 0.706, 0.130], [-0.211, -0.652, -0.078], [-0.147, 0.225, -0.136]],
  "mulliken_charge": [1.399, -0.818, -0.856, -0.476, 0.249, 0.257, -0.520, 0.280, 0.255, -0.444, 0.244, 0.267, -0.465, 0.264, 0.252, -0.413, 0.241, 0.259, -0.465, 0.250, 0.238]
}



3.
{
  "formula": "F2H2N2",
  "method": "ωB97M-V/def2-TZVPD",
  "e_tot_ha": -310.2601,
  "smiles": "FNNF",
  "e_lumo_ha": 0.047,
  "de_lowest_kj_mol": 205.3,
  "homo_ev": -11.084,
  "species": ["F", "N", "N", "F", "H", "H"],
  "coordinates": [[-1.448241, -0.668063, -0.100165], [-0.720732, 0.454936, 0.313009], [0.637249, 0.393698, -0.248408], [1.311339, -0.787549, 0.198521], [-0.467252, 0.130462, 1.166564], [0.687638, 0.476517, -1.329519]],
  "atomic_forces_ev_per_a": [[-0.682, -0.637, -0.653], [2.980, 0.567, -4.433], [-1.593, 1.283, -0.480], [-0.756, 0.507, -0.848], [0.517, -0.702, 4.036], [-0.467, -1.018, 2.377]],
  "mulliken_charge": [-0.190, -0.076, -0.081, -0.207, 0.264, 0.289]
}



What is the formula in the first record? F2FeH24O14P